[1]
# C38H57N6O9PSSiY

C38H57N6O9PSSiY as an isolated structure (the ωB97M-V functional and the def2-TZVPD basis, the OMol25 dataset).

CARTESIAN COORDINATES (ANGSTROEM)
Y 0.0774 -0.2734 0.0534
C -1.4981 -1.3534 4.5187
O -0.1582 -1.3025 4.9588
C 0.7722 -2.0408 4.2685
C 1.7317 -2.6409 5.0540
C 2.7709 -3.3903 4.5015
C 2.8169 -3.5243 3.1351
C 1.8716 -2.8999 2.3099
C 2.0712 -3.0292 0.8850
N 1.4692 -2.3623 -0.0231
N 1.8410 -2.7214 -1.3226
C 1.8694 -1.6831 -2.1025
O 1.7058 -0.4627 -1.7302
C 2.0793 -1.9757 -3.5492
C 2.9270 -2.9923 -3.9784
C 3.0941 -3.2322 -5.3339
C 2.4059 -2.4668 -6.2685
C 1.5462 -1.4644 -5.8410
C 1.3882 -1.2153 -4.4855
C 0.8104 -2.1133 2.8415
O -0.0512 -1.5049 2.0918
H -2.0800 -0.9329 5.3391
H -1.8215 -2.3855 4.3410
H -1.6448 -0.7831 3.6065
H 1.6503 -2.5103 6.1264
H 3.5180 -3.8480 5.1360
H 3.6076 -4.1004 2.6661
H 2.8293 -3.7460 0.5616
H 3.4406 -3.5863 -3.2345
H 3.7602 -4.0197 -5.6650
H 2.5392 -2.6545 -7.3270
H 0.9983 -0.8764 -6.5677
H 0.7158 -0.4429 -4.1264
C 3.6617 1.4813 -4.2245
C 3.6917 1.7117 -2.7262
O 2.6728 2.6368 -2.3547
P 1.3282 2.2481 -1.4887
O 0.2547 1.8346 -2.6241
C 0.0112 2.5900 -3.8126
C -1.4841 2.7300 -4.0026
O 0.8649 3.7989 -1.3002
C 1.4041 4.5851 -0.2322
C 0.3021 5.0435 0.6953
H 4.5302 0.8964 -4.5345
H 3.6702 2.4384 -4.7492
H 2.7634 0.9328 -4.5058
H 4.6451 2.1581 -2.4326
H 3.5650 0.7680 -2.1944
H 0.4538 2.0401 -4.6492
H 0.5005 3.5628 -3.7493
H -1.9444 1.7417 -3.9393
H -1.7043 3.1701 -4.9780
H -1.9100 3.3542 -3.2181
H 1.9041 5.4408 -0.6936
H 2.1501 4.0144 0.3281
H -0.4474 5.6146 0.1461
H 0.7237 5.6591 1.4920
H -0.1771 4.1767 1.1467
C -4.4984 1.2798 -1.2559
N -4.8947 2.0574 -0.1016
C -5.9387 1.7543 0.7556
C -5.9492 2.6805 1.7308
N -4.9071 3.5481 1.4550
C -4.2493 3.1850 0.3141
S -2.9579 3.9551 -0.3874
H -5.3025 1.2609 -1.9905
H -4.2325 0.2652 -0.9623
H -3.6157 1.7456 -1.6874
H -6.5788 0.9056 0.5929
H -6.6011 2.7991 2.5767
H -4.6045 4.3290 2.0090
C -4.0441 -1.5041 0.8521
N -4.1321 -0.4383 1.8340
C -5.3670 -0.2575 2.5678
C -5.0591 0.3125 3.9375
C -4.2920 1.6118 3.7696
N -3.2359 1.5048 2.7796
C -2.1364 2.4499 2.9075
C -3.1298 0.4942 1.8705
O -2.2089 0.4588 1.0552
H -4.5956 -2.3677 1.2252
H -3.0058 -1.7827 0.7000
H -4.4516 -1.2113 -0.1204
H -5.8567 -1.2284 2.6520
H -6.0485 0.4161 2.0299
H -4.4564 -0.4071 4.4871
H -5.9772 0.4923 4.4990
H -3.8365 1.9092 4.7177
H -4.9852 2.4131 3.4776
H -1.6362 2.3236 3.8710
H -2.5120 3.4747 2.8323
H -1.4075 2.2739 2.1237
C -1.9131 -1.9764 -5.2805
Si -3.1496 -1.5291 -3.9403
C -4.3364 -0.2891 -4.7254
C -4.1662 -3.0469 -3.4900
C -2.2698 -0.9414 -2.4657
C -1.5006 -0.7326 -1.5318
H -2.3903 -2.5155 -6.1030
H -1.1043 -2.5919 -4.8830
H -1.4621 -1.0676 -5.6880
H -4.5193 -0.5866 -5.7611
H -3.9225 0.7214 -4.7402
H -5.3001 -0.2531 -4.2147
H -4.6903 -3.4505 -4.3602
H -4.9107 -2.8054 -2.7271
H -3.5208 -3.8292 -3.0850
C 3.0548 0.3823 1.4239
O 2.6921 1.6174 2.0635
C 1.4025 2.0490 2.0559
O 0.6257 1.2978 1.3850
H 4.1422 0.3622 1.3974
H 2.6819 0.3182 0.3973
H 2.6931 -0.4670 2.0031

Values from the calculation:
HOMO in eV: -4.60
Net charge: -1
Spin multiplicity: 1
Maximum force in hartree/bohr: 0.0420
LUMO level in eV: 2.036
Orbital gap in eV: 6.64
E_tot in a.u.: -3555.46158

These are the Löwdin partial charges, in e, on atoms 1 to 6:
1. Y 1.44
2. C -0.09
3. O -0.09
4. C -0.21
5. C -0.02
6. C -0.12

***

[2]
# C38H58BaN5O3PSeSi

C38H58BaN5O3PSeSi as an isolated structure (the ωB97M-V functional and the def2-TZVPD basis, the OMol25 dataset).

CARTESIAN COORDINATES (ANGSTROEM)
Ba -0.5842 -0.2745 -0.7575
C 2.9486 2.6914 3.0594
N 1.5909 2.4260 2.6193
C 0.5320 2.6208 3.5995
C 1.3044 1.8656 1.4358
O 0.1639 1.5744 1.0927
C 2.4600 1.5982 0.4800
O 1.9559 0.9047 -0.6441
C 2.6804 1.1916 -1.8288
C 1.6705 1.5889 -2.9014
O 0.5312 1.1293 -2.8157
N 2.0432 2.4111 -3.8863
C 3.3723 2.9807 -4.0059
C 1.0524 2.9001 -4.8327
H 2.9324 3.5324 3.7507
H 3.5894 2.9666 2.2254
H 3.3824 1.8301 3.5746
H 0.5388 3.6552 3.9441
H 0.6848 1.9589 4.4543
H -0.4238 2.3959 3.1387
H 3.2440 1.0149 0.9737
H 2.8732 2.5656 0.1793
H 3.2289 0.3015 -2.1550
H 3.3934 1.9935 -1.6494
H 4.1263 2.3277 -3.5766
H 3.4259 3.9656 -3.5327
H 3.6091 3.0934 -5.0633
H 0.0644 2.5848 -4.5150
H 1.2507 2.5091 -5.8320
H 1.0961 3.9903 -4.8612
Se -0.8694 3.5854 -1.3776
N 0.8810 3.8831 -1.2414
C 1.0274 5.1797 -1.0185
C 2.2838 5.8385 -0.8337
C 2.2965 7.1766 -0.6201
C 1.0852 7.9443 -0.5741
C -0.1267 7.3634 -0.7413
C -0.1903 5.9527 -0.9675
N -1.3118 5.2748 -1.1435
H 3.1997 5.2616 -0.8689
H 3.2400 7.6885 -0.4800
H 1.1521 9.0102 -0.4012
H -1.0458 7.9320 -0.7077
C -6.5678 1.0990 -4.0558
C -5.9324 2.2068 -3.5136
C -5.1510 2.0742 -2.3716
C -4.9633 0.8389 -1.7444
C -5.6081 -0.2621 -2.3195
C -6.4066 -0.1394 -3.4477
Si -3.8345 0.6094 -0.2112
C -5.0767 0.3921 1.2240
C -5.5176 -0.8842 1.5860
C -6.4301 -1.0811 2.6142
C -6.9140 0.0046 3.3304
C -6.4826 1.2825 3.0013
C -5.5828 1.4682 1.9599
H -7.1853 1.1988 -4.9399
H -6.0575 3.1809 -3.9726
H -4.6873 2.9590 -1.9474
H -5.4832 -1.2438 -1.8719
H -6.9003 -1.0128 -3.8577
H -3.4845 2.0897 -0.0101
H -5.1315 -1.7487 1.0543
H -6.7573 -2.0839 2.8627
H -7.6201 -0.1438 4.1382
H -6.8558 2.1376 3.5529
H -5.2702 2.4747 1.7049
C 1.3145 -5.4921 -1.4095
C 0.7801 -5.2350 0.0079
C -0.7506 -5.2597 -0.1271
C 1.2271 -6.3866 0.9113
P 1.2771 -3.4733 0.5149
N 0.4624 -2.4169 -0.2512
C 1.0547 -3.3260 2.4073
C 2.0621 -4.0694 3.2898
C 1.0727 -1.8348 2.7897
C -0.3567 -3.8265 2.7527
C 3.1474 -3.2898 0.1637
C 3.6535 -2.0445 0.9062
C 3.3012 -2.9607 -1.3289
C 4.0557 -4.4689 0.5207
H 0.8477 -6.4033 -1.7941
H 2.3917 -5.6461 -1.4387
H 1.0533 -4.6706 -2.0775
H -1.0377 -6.1959 -0.6150
H -1.0854 -4.4205 -0.7361
H -1.2707 -5.2143 0.8256
H 0.9243 -7.3322 0.4503
H 0.7617 -6.3497 1.8953
H 2.3081 -6.4230 1.0482
H 3.0707 -3.6656 3.2024
H 2.1076 -5.1355 3.0743
H 1.7629 -3.9609 4.3377
H 2.0802 -1.4322 2.8857
H 0.5753 -1.7102 3.7554
H 0.5377 -1.2409 2.0466
H -0.4523 -4.9072 2.6671
H -1.1092 -3.3558 2.1180
H -0.5753 -3.5648 3.7917
H 2.9802 -1.2034 0.7266
H 4.6461 -1.7862 0.5223
H 3.7529 -2.1979 1.9794
H 2.6095 -2.1604 -1.5982
H 3.1013 -3.8067 -1.9806
H 4.3323 -2.6391 -1.5118
H 3.9884 -4.7486 1.5718
H 5.0968 -4.1918 0.3219
H 3.8419 -5.3539 -0.0758

Values from the calculation:
HOMO in eV: -5.74
Spin multiplicity: 1
Maximum force in hartree/bohr: 0.0145
LUMO level in eV: -1.060
Orbital gap in eV: 4.68
E_tot in a.u.: -5040.04164

These are the Löwdin partial charges, in e, on atoms 1 to 6:
1. Ba 1.57
2. C -0.03
3. N -0.13
4. C -0.01
5. C -0.44
6. O -0.15

***

What is the spin multiplicity in the first record? 1